C8H4N2O5Ti as an isolated structure at a distorted geometry, computed with ωB97M-V/def2-TZVPD.

Geometry as XYZ:
```
20
Properties=species:S:1:pos:R:3:nbo_charge:R:1
O -3.109 -1.085 -3.839 -0.39
C -2.379 -0.833 -2.985 0.41
Ti 0.610 0.218 0.883 1.26
O 2.102 0.435 -2.168 -0.18
C 1.558 0.350 -1.132 0.50
C 2.058 0.710 2.527 0.47
O 2.783 0.956 3.391 -0.14
C 0.539 -1.785 0.297 0.49
O 0.475 -2.923 0.029 -0.18
C -0.442 1.828 0.060 0.50
O -1.071 2.728 -0.340 -0.18
N -3.500 -0.862 1.890 -0.43
C -2.962 -0.569 3.140 0.02
C -1.672 -0.208 2.916 -0.11
N -1.412 -0.288 1.541 -0.59
C -2.547 -0.680 0.941 0.24
H -4.464 -1.171 1.729 0.49
H -3.519 -0.640 4.075 0.31
H -0.880 0.108 3.600 0.25
H -2.706 -0.831 -0.100 0.26
```

Properties
HOMO (alpha / beta): -20.923 / -20.900 eV
Frontier orbital gap (alpha / beta): 4.925 / 5.186 eV
Expectation value of S²: 0.76
Spin multiplicity: 2
Total charge: +3

---

C5H6BiLiO4 as an isolated structure at a distorted geometry, computed with ωB97M-V/def2-TZVPD.

Geometry as XYZ:
```
17
Properties=species:S:1:pos:R:3:nbo_charge:R:1
C 0.430 1.192 1.032 -0.07
C 0.029 1.482 -0.417 -0.45
C 0.432 0.395 -1.368 -0.46
C -0.421 -0.521 -1.904 0.18
O -0.067 -1.624 -2.510 -0.83
O -0.438 0.340 1.736 -0.91
Bi -2.388 -0.134 1.748 1.47
Li 1.090 -1.933 -1.095 0.93
H 0.577 2.140 1.579 0.21
H 1.404 0.667 1.013 0.20
H 0.493 2.443 -0.699 0.24
H -1.060 1.648 -0.457 0.19
H 1.510 0.275 -1.555 0.20
H -1.508 -0.341 -1.778 0.12
O 0.896 -2.018 0.892 -0.55
O -0.968 -2.243 2.163 -0.57
C -0.011 -1.770 1.619 1.08
```

Properties
HOMO (alpha / beta): -11.203 / -10.935 eV
Frontier orbital gap (alpha / beta): 4.286 / 4.186 eV
Expectation value of S²: 0.76
Spin multiplicity: 2
Total charge: +1

---

> Number 2 is which compound?

C5H6BiLiO4

---

Copy entry 1 word for word.
C8H4N2O5Ti as an isolated structure at a distorted geometry, computed with ωB97M-V/def2-TZVPD.

Geometry as XYZ:
```
20
Properties=species:S:1:pos:R:3:nbo_charge:R:1
O -3.109 -1.085 -3.839 -0.39
C -2.379 -0.833 -2.985 0.41
Ti 0.610 0.218 0.883 1.26
O 2.102 0.435 -2.168 -0.18
C 1.558 0.350 -1.132 0.50
C 2.058 0.710 2.527 0.47
O 2.783 0.956 3.391 -0.14
C 0.539 -1.785 0.297 0.49
O 0.475 -2.923 0.029 -0.18
C -0.442 1.828 0.060 0.50
O -1.071 2.728 -0.340 -0.18
N -3.500 -0.862 1.890 -0.43
C -2.962 -0.569 3.140 0.02
C -1.672 -0.208 2.916 -0.11
N -1.412 -0.288 1.541 -0.59
C -2.547 -0.680 0.941 0.24
H -4.464 -1.171 1.729 0.49
H -3.519 -0.640 4.075 0.31
H -0.880 0.108 3.600 0.25
H -2.706 -0.831 -0.100 0.26
```

Properties
HOMO (alpha / beta): -20.923 / -20.900 eV
Frontier orbital gap (alpha / beta): 4.925 / 5.186 eV
Expectation value of S²: 0.76
Spin multiplicity: 2
Total charge: +3